The following is a DFT calculation (the ωB97M-V functional and the def2-TZVPD basis) of a 9-piece molecular cluster, C38H90N4O9 overall in a non-equilibrium geometry.

As for the charge: 0. Its SMILES is CC1(C)CCCC(C)(C)N1O.CC1(C)CCCC(C)(C)N1O.CC1(C)CCCC(C)(C)N1O.CC1(C)CCCC(C)(C)N1O.CO.CO.O.O.O. The value obtained for the HOMO-LUMO gap is 0.291 Ha. The value obtained for the energy above the lowest of the compared OMol25 structures with the same formula, charge and spin is 3.8264 eV. For the LUMO energy, the calculation gives 0.1 eV. For the total energy, the calculation gives -2397.67690 Ha.

The geometry in XYZ format:
```
141
Properties=species:S:1:pos:R:3:lowdin_charge:R:1
C 1.90 6.56 0.99 -0.054
C 1.29 6.99 2.36 -0.439
C 0.42 5.81 2.97 -0.009
C 2.50 7.42 3.28 -0.162
C 2.04 8.30 4.36 -0.205
C 1.22 9.51 3.91 -0.098
C 0.03 9.17 2.93 -0.516
C -1.14 8.71 3.80 -0.048
C -0.46 10.39 2.19 -0.053
N 0.49 8.17 1.94 -0.081
O -0.63 7.79 1.08 -0.032
H 1.09 6.15 0.39 0.064
H 2.37 7.36 0.41 0.085
H 2.64 5.77 1.12 0.081
H 0.08 5.16 2.16 0.071
H 1.03 5.09 3.53 0.074
H -0.39 6.14 3.62 0.057
H 2.93 6.53 3.73 0.113
H 3.39 7.68 2.71 0.115
H 1.53 7.61 5.03 0.116
H 2.91 8.56 4.95 0.114
H 1.79 10.31 3.42 0.115
H 0.81 9.92 4.84 0.111
H -1.01 7.79 4.36 0.062
H -1.92 8.39 3.11 0.081
H -1.45 9.53 4.46 0.088
H 0.26 10.86 1.51 0.085
H -0.68 11.19 2.89 0.087
H -1.32 10.13 1.57 0.081
H -0.32 7.98 0.19 0.094
C 2.62 -7.83 -2.43 -0.037
C 2.14 -7.56 -3.88 -0.483
C 3.20 -7.88 -4.98 -0.025
C 1.02 -8.64 -4.08 -0.194
C 0.22 -8.41 -5.26 -0.184
C -0.31 -6.93 -5.12 -0.111
C 0.68 -5.78 -4.84 -0.507
C 1.33 -5.45 -6.26 -0.011
C -0.14 -4.61 -4.34 -0.035
N 1.61 -6.21 -3.81 -0.123
O 2.64 -5.29 -3.59 -0.007
H 1.85 -7.68 -1.67 0.090
H 3.12 -8.79 -2.46 0.081
H 3.45 -7.16 -2.19 0.073
H 3.94 -7.08 -4.89 0.082
H 3.73 -8.81 -4.78 0.082
H 2.95 -7.96 -6.03 0.066
H 1.49 -9.63 -4.10 0.126
H 0.39 -8.55 -3.20 0.119
H 0.86 -8.60 -6.12 0.101
H -0.57 -9.16 -5.35 0.115
H -1.06 -6.93 -4.33 0.111
H -0.84 -6.65 -6.04 0.114
H 1.77 -6.40 -6.56 0.050
H 2.22 -4.83 -6.32 0.073
H 0.62 -4.98 -6.94 0.077
H 0.49 -3.83 -3.92 0.081
H -0.78 -4.98 -3.54 0.083
H -0.74 -4.27 -5.19 0.087
H 2.33 -4.82 -2.81 0.105
C -6.57 -0.32 0.97 -0.023
C -5.91 -1.74 1.20 -0.483
C -6.48 -2.78 0.24 -0.042
C -4.39 -1.66 0.88 -0.122
C -3.61 -0.80 1.95 -0.149
C -3.72 -1.47 3.36 -0.127
C -5.19 -1.60 3.81 -0.495
C -5.34 -2.57 4.98 -0.041
C -5.76 -0.23 4.20 -0.043
N -5.98 -2.13 2.64 -0.162
O -7.26 -2.28 2.97 -0.021
H -6.65 -0.02 -0.08 0.079
H -7.63 -0.37 1.19 0.069
H -6.23 0.47 1.63 0.061
H -6.28 -3.82 0.47 0.086
H -7.56 -2.64 0.16 0.079
H -6.08 -2.63 -0.76 0.082
H -4.11 -2.70 1.05 0.110
H -4.16 -1.39 -0.15 0.115
H -2.53 -0.76 1.81 0.099
H -3.92 0.24 2.01 0.093
H -3.31 -0.73 4.04 0.113
H -3.24 -2.45 3.43 0.118
H -4.59 -2.25 5.70 0.080
H -5.01 -3.61 4.97 0.084
H -6.33 -2.45 5.42 0.084
H -5.41 -0.05 5.21 0.079
H -6.85 -0.12 4.18 0.090
H -5.27 0.63 3.74 0.072
H -7.28 -3.22 3.13 0.114
C 4.82 -0.50 0.67 -0.045
C 5.12 -1.09 2.05 -0.501
C 5.65 -0.04 3.00 -0.037
C 3.78 -1.69 2.54 -0.133
C 3.94 -2.73 3.66 -0.143
C 5.06 -3.83 3.34 -0.128
C 6.35 -3.36 2.70 -0.534
C 7.27 -3.05 3.91 -0.044
C 7.00 -4.51 1.94 -0.034
N 6.14 -2.17 1.88 -0.115
O 7.34 -1.68 1.36 -0.015
H 5.51 0.25 0.31 0.083
H 4.64 -1.33 -0.02 0.088
H 3.92 0.11 0.66 0.083
H 5.58 -0.12 4.09 0.080
H 6.70 0.16 2.77 0.083
H 5.12 0.89 2.80 0.081
H 3.08 -0.93 2.89 0.121
H 3.34 -2.19 1.67 0.111
H 4.23 -2.16 4.55 0.090
H 3.13 -3.34 4.06 0.102
H 4.55 -4.57 2.72 0.106
H 5.30 -4.38 4.25 0.113
H 8.07 -2.34 3.71 0.073
H 7.77 -3.95 4.27 0.082
H 6.80 -2.41 4.66 0.075
H 7.96 -4.13 1.59 0.083
H 6.25 -4.70 1.17 0.085
H 7.18 -5.43 2.50 0.088
H 7.27 -1.94 0.44 0.105
C -4.71 5.43 -2.37 -0.134
O -3.90 5.53 -3.57 -0.145
H -4.28 4.62 -1.78 0.071
H -4.45 6.26 -1.71 0.073
H -5.74 5.24 -2.69 0.081
H -3.08 5.12 -3.28 0.055
C -7.17 2.41 -6.44 -0.149
O -5.82 2.03 -6.09 -0.131
H -7.21 3.18 -7.20 0.072
H -7.58 1.50 -6.89 0.074
H -7.78 2.67 -5.58 0.071
H -5.35 2.84 -5.86 0.062
O 0.94 6.34 -4.69 -0.055
H 1.01 7.05 -5.32 0.029
H 1.14 5.55 -5.19 0.026
O -0.56 1.60 -7.12 -0.056
H -0.89 1.97 -7.94 0.028
H -0.67 0.65 -7.23 0.030
O -0.71 2.17 -2.53 -0.051
H -0.62 2.16 -3.48 0.026
H -0.44 3.05 -2.26 0.024
```